1.
Computed, not measured: a cluster of 10 separate species, C55H134N10O10 in total at a distorted geometry, with ωB97M-V/def2-TZVPD.

Its structure (SMILES) is CC1(C)CCCC(C)(C)N1O.CC1(C)CCCC(C)(C)N1O.CC1(C)CCCC(C)(C)N1O.COC[C@H](C)N.COC[C@H](C)N.COC[C@H](C)N.COC[C@H](C)N.COC[C@H](C)N.COC[C@H](C)N.COC[C@H](C)N. The orbital gap is 8.27 eV. The total charge is 0. The calculation puts the LUMO energy at 0.0164 Eh.

The geometry in XYZ format:
```
209
Properties=species:S:1:pos:R:3:mulliken_charge:R:1
O -12.9999 3.0307 1.6036 -0.28
O 1.5443 1.3180 1.4802 -0.48
O 4.2289 -1.8724 -7.4138 -0.32
O 5.1857 12.6785 0.5793 -0.28
O 7.5012 -6.1521 3.3850 -0.29
O -1.6505 -12.2468 2.3044 -0.31
O 0.3479 0.5704 10.5161 -0.39
O -9.3015 10.0738 3.9798 -0.33
O -3.7732 -9.6706 -7.7405 -0.47
O 8.0698 2.7273 -2.9649 -0.49
N 6.4880 -4.4971 -8.9668 -0.64
N -10.2649 13.0786 4.6469 -0.68
N 7.5823 11.2285 1.5258 -0.77
N 2.9880 1.8098 9.3088 -0.69
N -16.6149 3.5039 1.3432 -0.75
N 6.2206 -5.4964 6.6630 -0.71
N -4.7306 -8.7996 -8.2156 0.45
N 9.4332 3.1716 -3.0384 0.33
N -1.0272 -14.3203 4.1832 -0.76
N 0.3705 1.1827 0.6099 0.50
C -1.0818 -0.3662 -0.6108 -1.00
C 5.1269 -2.4361 -8.2673 -0.73
C 6.9792 -5.2950 4.3653 -0.76
C -9.5606 8.7316 3.5771 -0.66
C 6.0818 10.4360 3.3647 -1.21
C -2.1893 0.6424 -0.5215 -0.82
C 9.5986 4.2660 -4.0581 1.12
C -14.2789 2.7679 1.0951 -0.79
C -0.0848 -0.1897 0.5696 1.11
C 9.4192 4.1551 -0.6884 -1.84
C -3.2622 -6.8222 -8.1865 -1.93
C 5.7806 -3.7523 -7.9482 0.57
C 10.1259 3.2666 -1.7419 1.94
C 11.5199 3.9197 -1.9396 -1.18
C 0.2902 3.5093 0.0012 -1.98
C 9.2595 3.7039 -5.5228 -1.76
C -7.1046 -7.0107 -8.6059 -0.65
C -4.6733 -7.3935 -7.8186 1.27
C -9.7645 11.9769 5.4034 0.47
C -1.7663 2.1608 -0.4231 -0.97
C 1.0686 -1.0478 -0.0078 -1.94
C 11.6379 5.1136 -2.8726 -0.69
C 11.0630 4.6651 -4.2486 -1.17
C -15.2896 3.7175 1.7505 0.40
C -10.0063 10.5324 5.0578 -0.72
C -1.1382 2.8559 1.9527 -1.60
C -11.9907 2.1046 1.5347 -0.80
C -7.0555 -8.4651 -9.2169 -1.20
C 2.2526 2.1973 10.5200 0.45
C -2.2531 -14.3768 3.4542 0.48
C -6.0739 -9.4377 -8.5246 1.46
C -0.5414 2.3471 0.5505 1.32
C -3.3116 -15.0234 4.2818 -1.51
C 2.5087 3.7112 10.4829 -1.34
C 6.2021 11.0654 1.9805 0.38
C 0.7104 1.9162 10.2255 -0.65
C -1.8664 -10.9673 1.9233 -0.69
C 10.2014 1.8658 -1.1795 -2.09
C -5.8393 -10.6599 -9.2543 -1.91
C 4.2630 13.6606 0.1433 -0.68
C -4.7247 -7.2905 -6.2261 -1.52
C -5.6749 -6.4306 -8.5239 -1.26
C -15.3230 3.6053 3.2474 -1.38
C 0.7894 -0.4405 9.6466 -0.82
C -6.8059 -9.8759 -7.2213 -1.78
C 3.5034 -0.7121 -7.8251 -0.78
C -0.6811 -0.8924 1.8538 -1.49
C 5.0578 -7.0528 5.2172 -1.37
C 5.5181 12.5138 1.9370 -0.73
C 8.4057 -5.6376 2.4595 -0.79
C 6.4040 -6.2991 5.4335 0.60
C -2.6973 -12.9216 3.0142 -0.81
C 8.6862 5.5689 -3.7762 -1.51
C -10.1861 12.1727 6.9088 -1.50
C 6.6142 -3.5683 -6.6660 -1.31
H -8.7396 8.3607 2.9635 0.23
H -5.2870 -6.2992 -9.5340 0.43
H -1.4767 -0.2672 2.2591 0.30
H 9.1988 1.5486 -0.8928 0.47
H -9.6147 9.9010 5.8553 0.37
H -2.8615 -15.7643 4.9426 0.43
H -7.3844 -7.0481 -7.5531 0.28
H 4.5536 -2.5536 -9.1869 0.35
H -7.6252 -10.4460 -7.6594 0.50
H 2.9311 2.5506 8.6247 0.27
H 0.0890 2.6333 10.7618 0.30
H -11.0955 10.4934 5.0740 0.28
H 5.8246 9.4244 3.0506 0.27
H 8.2193 3.5881 -5.8273 0.38
H -2.7413 -11.1027 1.2875 0.30
H 1.1364 3.6377 0.6762 0.47
H 12.1676 3.0960 -2.2396 0.38
H 5.8796 -1.6963 -8.5397 0.38
H -7.1253 -9.0366 -6.6036 0.33
H 6.2051 13.2820 2.2920 0.29
H -9.7602 11.3723 7.5139 0.41
H -1.7245 1.9832 2.2403 0.42
H 4.9636 -7.4950 4.2254 0.31
H 3.4315 13.6070 0.8460 0.28
H -1.1159 -1.8750 1.6707 0.35
H 2.1474 1.5615 0.7741 0.35
H -14.3851 3.9343 3.6948 0.34
H -15.4609 2.5947 3.6319 0.34
H 0.6202 3.3649 -1.0276 0.41
H 7.0501 -2.5720 -6.5922 0.28
H -2.9765 -7.1509 -9.1857 0.44
H -5.2397 -6.3461 -6.0499 0.37
H 8.7156 -6.3679 1.7121 0.26
H -5.6009 -5.4574 -8.0386 0.49
H -16.7530 2.5564 1.6646 0.31
H 9.7924 2.7716 -5.7098 0.41
H -8.6789 11.9640 5.3065 0.25
H 3.4560 4.0223 10.9233 0.31
H -16.7070 3.3320 0.3523 0.27
H -8.0856 -8.8064 -9.3195 0.40
H 0.4242 2.1370 9.1972 0.38
H 12.6777 5.4111 -3.0075 0.40
H 7.6834 5.4853 -4.1953 0.39
H -3.1646 -9.7536 -8.4783 0.35
H -11.8042 1.6585 0.5578 0.30
H -3.0035 0.3735 0.1515 0.37
H 0.1486 -1.3014 9.8373 0.24
H 7.6208 -4.5125 4.7705 0.38
H 11.6235 3.7662 -4.5054 0.39
H 6.0303 -3.7234 -5.7588 0.29
H -3.7216 -7.2955 -5.7997 0.34
H -1.9323 -14.9236 2.5676 0.31
H 3.1808 -0.6607 -8.8650 0.30
H -10.3503 13.8390 5.3061 0.24
H 6.9671 -3.8839 -9.6108 0.22
H -2.1653 -10.2540 2.6914 0.29
H 7.4953 -4.2061 -6.5951 0.42
H 1.7943 -0.7087 9.9725 0.34
H -1.2570 -13.8919 5.0685 0.25
H 6.7135 -4.6231 6.5427 0.22
H -10.5001 8.7147 3.0248 0.27
H 0.0742 -1.1740 2.5875 0.38
H -4.0114 -15.5429 3.6272 0.37
H -0.3030 3.0702 2.6196 0.34
H -2.6176 0.6270 -1.5237 0.38
H 4.8437 14.5485 0.3935 0.30
H -0.4663 -0.3043 -1.5083 0.47
H 2.4065 4.1034 9.4711 0.37
H 8.1113 11.8965 2.0680 0.23
H -11.2688 12.1766 7.0344 0.39
H -5.4013 -8.0087 -5.7631 0.34
H -9.8713 13.1077 7.3722 0.42
H 4.6101 12.5384 2.5396 0.41
H 9.6992 5.1768 -0.9447 0.40
H -0.9529 -10.5486 1.5009 0.23
H 2.7664 -0.3759 -7.0957 0.30
H -6.7187 -8.3561 -10.2479 0.45
H 5.8222 10.3996 1.2057 0.34
H 7.5126 11.6326 0.6028 0.30
H -14.5914 1.7273 1.1824 0.39
H 11.8321 4.3709 -0.9978 0.33
H -0.4849 -13.5836 3.7551 0.29
H 7.0496 10.3586 3.8601 0.33
H -2.4121 -7.0989 -7.5629 0.42
H 7.8368 -4.9421 1.8424 0.32
H 6.1716 -4.6755 3.9751 0.37
H -0.2241 4.4701 -0.0223 0.39
H 9.5494 4.4007 -6.3092 0.41
H -14.3372 2.8864 0.0131 0.37
H -11.1701 2.6521 1.9983 0.25
H -7.6846 -6.3900 -9.2889 0.38
H 8.7184 5.8559 -2.7252 0.28
H -5.0442 -10.4956 -9.9816 0.46
H 1.8603 -1.2384 0.7168 0.39
H 3.9201 13.4956 -0.8780 0.21
H 1.5592 -0.5931 -0.8685 0.46
H -9.5871 13.2607 3.9205 0.27
H 9.0799 6.3489 -4.4280 0.38
H -1.5642 -1.3435 -0.5895 0.42
H -9.7068 8.1588 4.4929 0.31
H 4.9742 -4.4255 -7.6575 0.12
H 0.7066 -2.0242 -0.3298 0.39
H 10.8039 1.7009 -0.2863 0.37
H -3.1657 -5.7378 -8.1330 0.39
H -3.8637 -14.3076 4.8908 0.35
H 9.7209 4.0422 0.3529 0.42
H 8.3308 4.0964 -0.6769 0.31
H -1.8959 3.6280 1.8193 0.38
H 7.1664 -7.0395 5.6758 0.24
H -16.1684 4.1719 3.6378 0.40
H 5.4019 10.9874 4.0143 0.33
H -12.1935 1.3431 2.2878 0.34
H 4.2034 -6.3835 5.3182 0.34
H -2.9624 -12.3147 3.8799 0.37
H -3.5461 -13.0441 2.3414 0.41
H 6.6203 -5.9963 7.4443 0.25
H 2.5295 1.6930 11.4458 0.30
H -6.0959 -10.5084 -6.6884 0.41
H 8.1886 1.7892 -3.1311 0.35
H 10.6028 1.1352 -1.8818 0.46
H -5.3975 -11.5096 -8.7338 0.39
H -2.6644 2.7010 -0.1235 0.23
H 11.1880 6.0497 -2.5417 0.34
H -6.6512 -11.0906 -9.8402 0.37
H 4.8278 -7.8496 5.9245 0.33
H -1.5967 2.3672 -1.4798 0.42
H 1.6554 4.1363 11.0114 0.33
H 0.8920 -0.2228 8.5835 0.34
H 9.2827 -5.1479 2.8827 0.30
H 7.1705 -5.1484 -8.6060 0.24
H 11.1818 5.4337 -5.0123 0.49
H -14.8944 4.6662 1.3875 0.30
H 4.1669 0.1467 -7.7238 0.32
H 2.6319 1.0244 8.7830 0.26
```

2.
Computed, not measured: a cluster of 2 separate species, C4H9O3 in total at a distorted geometry, with ωB97M-V/def2-TZVPD.

The orbital gap is 7.57 eV. The total charge is -1. The calculation puts the LUMO energy at 0.1338 Eh.

The geometry in XYZ format:
```
16
Properties=species:S:1:pos:R:3:nbo_charge:R:1
O -2.0164 -0.2028 1.7836 -0.76
O -0.2613 -1.3972 0.9727 -0.80
O 1.4346 -1.9870 -2.1109 -0.76
C -0.2899 0.8792 0.4348 -0.54
C 1.2192 -1.6131 -0.7975 -0.23
C -1.0278 -0.3781 1.0450 0.76
C -1.0678 2.2449 0.4816 -0.61
H -2.2643 1.9716 0.3296 0.20
H -1.0692 2.7938 1.3727 0.19
H 0.1814 -1.2488 -0.8164 0.22
H 1.1847 -2.5201 -0.2452 0.16
H 2.3551 -2.2978 -2.2485 0.43
H 0.1116 0.6317 -0.5104 0.21
H -0.9081 2.9721 -0.4285 0.17
H 1.9771 -0.9656 -0.5227 0.14
H 0.4412 1.1171 1.2600 0.20
```

3.
Computed, not measured: a structure of composition C37H42N4P2Tc at a distorted geometry, with ωB97M-V/def2-TZVPD.

Its expectation value of S² is 3.8561. The orbital gap (spin up / spin down) is 4.57 / 3.19 eV. The total charge is +2. The calculation puts the LUMO energy (spin up / spin down) at -0.2988 / -0.3485 Eh. Its spin multiplicity is 4.

The geometry in XYZ format:
```
86
Properties=species:S:1:pos:R:3:mulliken_charge:R:1
Tc 0.1810 0.7327 1.2363 -1.19
P -1.2561 -0.5628 0.0604 0.37
P 1.8909 -0.2759 0.2439 1.35
N 3.0419 -1.3770 1.0002 0.80
N -2.5724 -1.5665 0.6391 0.64
N -2.0439 0.6111 -1.0084 1.41
N 3.0251 0.8860 -0.4475 1.03
C 4.5573 -2.1958 2.4844 -0.80
C -1.6076 0.2178 -4.5143 -0.48
C -1.7308 1.9732 -0.9043 -0.11
C -1.8855 0.0976 5.1387 0.44
C 1.5982 1.1855 2.7793 -1.63
C -0.3272 2.2689 -5.2408 -0.82
C -1.0077 -0.2672 4.0513 1.46
C 4.0579 -3.2871 1.6957 -0.71
C 0.2405 -1.6829 5.5894 -1.07
C -0.2748 -1.6970 -0.9647 -1.17
C 0.9013 -0.4807 -4.8754 -1.27
C 1.4583 0.2462 -3.6813 0.14
C -1.6152 -0.3893 6.4334 -0.72
C -3.6097 1.7884 -2.1520 -1.46
C -1.2570 0.3399 2.7693 0.81
C 3.1135 -2.7654 0.8240 -0.47
C 0.8304 2.5831 -4.2668 -1.24
C 4.0957 2.8474 -0.7853 -0.89
C 4.8646 1.8011 -1.3950 -0.83
C 1.1718 -1.1985 -1.1400 1.15
C -1.4814 1.5453 -4.6134 -0.34
C -3.1607 0.5076 -1.8283 -0.50
C -4.4925 -2.7023 1.0582 -0.71
C -3.8743 -1.8298 0.1789 -0.44
C -3.3396 1.2921 3.5896 -1.16
C 0.0261 -1.1912 4.3068 -0.37
C 3.9363 -1.0390 2.0289 -0.68
C -2.7010 2.7118 -1.5686 -0.70
C -3.0232 0.9019 4.8743 -0.57
C -2.4525 1.0076 2.5282 0.02
C 1.1147 1.4957 -3.2863 0.25
C -3.5630 -2.9820 2.1130 -0.86
C 4.1826 0.6113 -1.1778 -0.65
C -0.5777 -1.2779 6.6568 -0.73
C -2.3952 -2.3029 1.8205 -0.43
C 2.9493 2.2739 -0.2577 -0.58
C -0.6112 -0.8110 -4.9507 -0.86
H 4.3457 3.8973 -0.7279 0.49
H 1.0575 1.8205 3.5072 0.54
H 0.0626 1.7075 -6.1026 0.34
H 2.5331 1.7447 2.5647 0.57
H -2.2486 -0.0596 7.2547 0.46
H 2.5048 -3.2607 0.0833 0.46
H 5.7948 1.9215 -1.9348 0.49
H -2.2990 2.2083 -4.3093 0.55
H -3.7238 -3.6191 2.9755 0.49
H 1.8925 0.2835 3.3465 0.50
H -4.4750 2.0261 -2.7555 0.44
H -4.2507 -1.3846 -0.7299 0.51
H 1.4035 -1.4625 -4.9096 0.40
H -2.5716 -0.2326 -4.2643 0.66
H -3.6727 1.1890 5.7025 0.47
H -5.4858 -3.1173 0.9401 0.48
H 1.7353 2.7356 -4.8816 0.30
H 4.0448 -0.0047 2.3201 0.50
H -2.6992 1.3751 1.5301 0.28
H 1.1622 -0.5017 -1.9934 -2.77
H 2.0947 2.7094 0.2452 0.47
H 1.1951 0.0689 -5.7847 0.46
H -0.7969 -1.7812 -1.9311 0.30
H 1.1430 1.8248 -2.2393 0.04
H 1.8369 -2.0280 -1.4034 1.43
H -0.3133 -2.6850 -0.4809 0.42
H -1.4703 -2.2411 2.3843 0.64
H -2.7296 3.7941 -1.6181 0.53
H 5.2850 -2.2528 3.2824 0.50
H 0.6213 3.5292 -3.7424 0.34
H -0.8216 -1.7414 -4.3945 0.35
H -3.5112 -0.4583 -2.1655 0.53
H 1.0737 -2.3619 5.7487 0.48
H -0.7095 3.2343 -5.6133 0.48
H -4.2412 1.8679 3.3710 0.48
H -0.3921 -1.6783 7.6526 0.43
H -0.8627 2.3364 -0.3484 0.04
H 4.3790 -4.3190 1.7512 0.47
H 2.4223 -0.1901 -3.3633 0.55
H -0.8003 -1.0587 -6.0132 0.39
H 4.4263 -0.3962 -1.4772 0.53
H 0.6835 -1.4833 3.4821 0.53
```

4.
Computed, not measured: a cluster of 2 separate species, C2H2NO3 in total at a distorted geometry, with ωB97M-V/def2-TZVPD.

The orbital gap is 7.58 eV. The total charge is -1. The calculation puts the LUMO energy at 0.1571 Eh.

The geometry in XYZ format:
```
8
Properties=species:S:1:pos:R:3:nbo_charge:R:1
O -2.2657 -0.3929 1.0142 -0.69
O -0.0781 0.6811 -1.9379 -0.59
O -0.1095 0.1009 1.9294 -0.55
N 0.0720 -0.9225 0.7975 -0.45
C 0.8354 0.4071 -1.1957 0.28
C -1.0762 -0.4569 1.1171 0.78
H 1.4297 -0.5094 -1.3079 0.10
H 1.1923 1.0926 -0.4167 0.11
```

5.
Computed, not measured: the molecule C3H10N4O at a distorted geometry, with ωB97M-V/def2-TZVPD.

Its structure (SMILES) is CNCC(=O)N(N)N. The orbital gap is 8.21 eV. The total charge is 0. The calculation puts the LUMO energy at 0.0296 Eh.

The geometry in XYZ format:
```
18
Properties=species:S:1:pos:R:3:nbo_charge:R:1
O -1.0630 -1.6106 0.1170 -0.51
N 0.3294 -0.5809 2.5973 -0.68
N 0.9788 -0.6904 1.3425 -0.26
N 2.2117 -0.0484 1.4218 -0.65
N -0.6253 0.3094 -2.0756 -0.62
C 0.4440 0.1458 -0.7726 -0.36
C -0.1216 -0.8946 0.0371 0.71
C -1.8551 0.9880 -1.7083 -0.43
H 2.8329 -0.3853 0.6965 0.36
H 1.3694 -0.1519 -1.2639 0.25
H -2.4879 0.4505 -0.9868 0.17
H 0.4359 1.1327 -0.3120 0.24
H -1.6095 1.9675 -1.2878 0.19
H 2.1370 0.9693 1.3760 0.32
H -0.8555 -0.6269 -2.4083 0.35
H -2.4500 1.1752 -2.6066 0.21
H 0.8897 -1.0805 3.2893 0.35
H -0.5611 -1.0690 2.5444 0.36
```

Listing total energy for the structures above in their given order: -3475.31576 -383.50296 -2416.80355 -357.83007 -414.41404 Ha.